Record 1
A 2-piece molecular cluster, C4H14N3O overall. Source: the OMol25 dataset; level of theory: the ωB97M-V functional and the def2-TZVPD basis.

Output
Energy relative to the best compared isomer or geometry (same formula, charge and spin) ... 48.4 kcal/mol
Kohn-Sham gap ... 10.10 eV
Total charge ... +1
Calculated total energy ... -10886.0636 eV
HOMO energy ... -0.4768 Eh

Geometry as XYZ:
```
22
Properties=species:S:1:pos:R:3:forces:R:3
C -0.690130 -0.842047 1.784047 1.69 -1.31 0.18
C -0.473059 -1.448795 0.383430 -2.36 -2.05 0.13
C -0.874277 -0.559900 -0.785687 1.02 0.92 -2.19
N 0.073191 0.732164 -3.227969 -1.27 0.27 0.22
C 0.479002 1.100279 -1.977008 1.61 -1.23 0.70
N 0.188301 0.471104 -0.898003 -0.84 0.64 0.72
N -0.486039 0.609822 1.722052 -1.14 2.37 -1.03
H 0.071702 -1.232242 2.455080 0.15 0.02 -0.05
H -1.620701 -1.165607 2.242643 -0.39 0.80 -0.26
H 0.464279 -1.965495 0.234820 0.91 1.01 -0.04
H -1.065431 -2.412796 0.386863 -0.17 1.17 -0.08
H -0.966886 -1.060628 -1.770640 0.44 -0.73 0.65
H -1.838628 -0.023774 -0.842187 -0.05 -0.31 1.20
H 0.326409 1.184385 -4.091474 0.36 0.43 0.35
H -0.910724 0.490211 -3.220310 0.19 -0.30 -0.40
H 1.330480 1.764698 -1.776836 -0.40 0.21 -1.06
H -0.382316 1.202471 2.544216 -0.28 -0.78 0.67
H -1.266579 1.016709 1.185678 0.08 -0.07 0.36
H 0.316116 0.913808 1.127587 0.08 -1.12 -0.09
H 2.689208 0.881068 2.076805 0.26 0.06 0.27
H 2.507845 0.123181 0.782867 -0.08 -0.16 -0.08
O 2.128238 0.221383 1.664025 0.19 0.16 -0.17
```
Positions in Å, forces in eV/Å.

---

Record 2
A 2-piece molecular cluster, C4H14N3O overall. Source: the OMol25 dataset; level of theory: the ωB97M-V functional and the def2-TZVPD basis.

Output
Energy relative to the best compared isomer or geometry (same formula, charge and spin) ... 54.8 kcal/mol
Kohn-Sham gap ... 8.64 eV
Total charge ... +1
Calculated total energy ... -10885.7843 eV
HOMO energy ... -0.4484 Eh

Geometry as XYZ:
```
22
Properties=species:S:1:pos:R:3:forces:R:3
C 1.255137 1.415819 -0.088060 1.15 -0.50 -0.87
C 0.725675 0.312282 0.824845 0.58 -0.43 -0.40
C -0.665590 -0.069733 0.444376 -1.98 2.16 0.48
C -1.683813 0.717868 0.934095 1.05 -0.94 -0.31
N -3.113809 0.320261 0.836621 -0.39 0.37 0.86
N -0.847454 -0.956192 -0.545354 0.18 -1.28 -0.09
N 2.737927 1.473406 -0.021964 -0.73 0.28 0.01
H 0.824465 2.403849 0.047463 -0.49 -0.04 0.41
H 1.038404 1.091433 -1.109515 -0.24 0.21 -0.03
H 0.848079 0.555363 1.877614 -0.31 0.06 0.08
H 1.335419 -0.578927 0.633019 0.18 0.18 0.08
H -1.495666 1.568579 1.563395 -0.21 -0.06 0.19
H -3.368425 -0.316350 0.086035 0.23 -0.08 -0.13
H -3.364749 -0.130894 1.728343 -0.10 -0.11 -0.35
H -3.768711 1.111572 0.762846 0.44 0.00 -0.18
H -1.750152 -1.221363 -0.881806 -0.46 0.27 -0.05
H -0.226919 -1.738026 -0.680311 0.75 0.11 -0.10
H 3.011411 2.381449 -0.407000 0.22 -0.48 0.26
H 3.023233 1.443134 0.949151 0.21 0.23 0.04
H 1.446218 -3.436229 -2.491833 -0.54 -0.27 -0.45
H 2.243450 -2.679248 -1.543191 -0.21 0.49 0.20
O 1.352798 -2.668231 -1.926105 0.67 -0.18 0.37
```
Positions in Å, forces in eV/Å.

---

Record 3
A 2-piece molecular cluster, C4H14N3O overall. Source: the OMol25 dataset; level of theory: the ωB97M-V functional and the def2-TZVPD basis.

Output
Energy relative to the best compared isomer or geometry (same formula, charge and spin) ... 47.9 kcal/mol
Kohn-Sham gap ... 8.87 eV
Total charge ... +1
Calculated total energy ... -10886.0819 eV
HOMO energy ... -0.4423 Eh

Geometry as XYZ:
```
22
Properties=species:S:1:pos:R:3:forces:R:3
C -2.102887 -0.925975 -0.640688 0.02 -0.04 0.06
C -1.535860 -0.234368 0.603148 0.67 -1.30 0.15
C -0.037558 0.041646 0.614342 -0.78 0.76 -0.30
C 0.965996 -0.774432 0.303585 0.48 0.28 -0.64
N 2.300013 -0.508249 0.472012 -0.39 -0.05 -0.21
N 0.317885 1.392014 1.129260 0.23 -0.06 0.73
N -1.519278 -2.257893 -0.801368 -0.28 -0.65 -0.35
H -1.897863 -0.370333 -1.538902 0.21 0.52 -0.31
H -3.191307 -0.930534 -0.543783 -0.02 -0.17 0.05
H -1.599803 -0.977280 1.406910 -0.78 0.19 0.09
H -2.178457 0.610209 0.854371 0.35 0.25 0.06
H 0.739081 -1.649852 -0.284777 -0.19 -0.35 0.42
H 2.588676 0.136021 1.180343 0.33 0.01 0.10
H 2.946242 -1.242829 0.246719 0.09 0.06 0.12
H -0.509239 1.844303 1.496676 -0.45 0.25 -0.28
H 0.753735 1.988365 0.402027 -0.15 -0.20 -0.28
H 0.916671 1.372677 1.954183 0.38 -0.15 -0.02
H -2.184088 -2.981536 -0.565654 -0.14 -0.01 0.77
H -1.396551 -2.501477 -1.775043 0.34 0.50 -0.32
H 1.805929 3.254782 -1.190674 0.16 -0.35 0.23
H 0.967421 2.613516 -2.205922 -0.34 -0.53 -0.09
O 1.329848 2.418808 -1.332885 0.25 1.03 0.02
```
Positions in Å, forces in eV/Å.

---

Record 4
One molecule with the formula C4H14N4. Source: the OMol25 dataset; level of theory: the ωB97M-V functional and the def2-TZVPD basis.

Output
Energy relative to the best compared isomer or geometry (same formula, charge and spin) ... 62.2 kcal/mol
Kohn-Sham gap ... 7.92 eV
Total charge ... 0
Calculated total energy ... -10333.1055 eV
HOMO energy ... -0.2622 Eh

Geometry as XYZ:
```
22
Properties=species:S:1:pos:R:3:forces:R:3
C -0.913705 0.235938 0.612380 0.89 0.08 -0.15
C -0.685856 -0.086033 -0.874900 0.03 -0.21 0.21
C 1.467106 1.715845 0.864227 -0.12 0.06 0.04
C 0.486502 -2.035728 -1.979856 -0.05 -0.01 0.10
N 0.834027 0.417440 1.017024 -0.74 0.04 -0.04
N 0.133267 -1.321839 -0.752704 -0.20 0.13 0.79
N -1.365245 -0.896309 1.201990 0.09 0.04 -0.01
N -1.600859 1.478247 0.788830 0.12 -0.10 0.04
H 0.834567 0.138621 1.993568 -0.01 -0.01 -0.06
H 0.934829 -0.902614 -0.167037 -0.34 -0.34 -0.26
H -1.617068 -0.754606 2.174337 0.00 -0.07 -0.06
H -0.459199 -1.810837 0.066126 0.40 0.52 -0.66
H -1.036963 2.285632 0.550926 0.01 -0.04 0.03
H -1.943747 1.574558 1.735946 0.01 -0.02 -0.03
H -1.634332 -0.307843 -1.363104 0.03 0.03 0.00
H -0.130967 0.685213 -1.411727 -0.01 -0.03 0.02
H 2.515438 1.694811 1.185965 -0.10 -0.01 -0.02
H 1.471955 2.002498 -0.192563 0.01 0.03 0.01
H 0.975878 2.530348 1.423864 0.04 -0.07 -0.05
H -0.418020 -2.363205 -2.492422 0.04 -0.02 0.05
H 1.102881 -2.899124 -1.733491 -0.06 0.01 -0.02
H 1.049511 -1.381012 -2.647379 -0.04 0.00 0.07
```
Positions in Å, forces in eV/Å.

---

Record 5
A 2-piece molecular cluster, C4H14N4 overall. Source: the OMol25 dataset; level of theory: the ωB97M-V functional and the def2-TZVPD basis.

Output
Energy relative to the best compared isomer or geometry (same formula, charge and spin) ... 34.2 kcal/mol
Kohn-Sham gap ... 9.47 eV
Total charge ... 0
SMILES ... C/N=C\N.CNCN
Calculated total energy ... -10334.3230 eV
HOMO energy ... -0.3192 Eh

Geometry as XYZ:
```
22
Properties=species:S:1:pos:R:3:forces:R:3
C 1.302101 1.012784 2.436878 -0.32 -0.84 -0.39
N 0.941124 1.382919 1.063972 1.66 -1.06 -1.17
C 1.621490 0.859772 0.080071 -1.77 0.71 1.47
N 2.750429 0.079663 0.073323 -0.12 -0.31 -0.45
H 0.477265 0.360694 2.787819 0.29 0.32 0.11
H 1.307674 1.895613 3.071393 0.21 -0.02 0.04
H 2.224761 0.398534 2.584809 -0.36 0.70 -0.09
H 1.179665 0.980384 -0.904270 0.25 0.37 -0.11
H 2.997036 -0.371131 0.944672 0.12 -0.07 -0.40
H 2.866265 -0.456630 -0.797459 0.07 0.32 1.07
C -1.433022 -2.116696 -0.279978 0.46 -0.49 -1.34
N -1.018827 -0.715209 -0.181160 -0.13 -0.39 0.43
C -1.922716 0.230268 -0.865417 -0.22 -0.73 0.12
N -1.946584 -0.035409 -2.319122 0.98 0.26 0.91
H -0.935442 -2.723463 0.488778 -0.06 0.23 -0.25
H -2.512662 -2.223771 -0.150437 -0.23 -0.19 0.00
H -1.161998 -2.584201 -1.314353 -0.43 0.89 1.76
H -0.887788 -0.461683 0.812267 -0.13 0.03 -0.96
H -1.463542 1.206014 -0.698492 -0.42 0.11 0.12
H -2.986798 0.172134 -0.447827 1.17 0.25 -0.61
H -0.969365 -0.338675 -2.533964 -1.36 0.10 -0.15
H -2.625179 -0.754335 -2.531356 0.33 -0.21 -0.13
```
Positions in Å, forces in eV/Å.

---

Record 6
One molecule with the formula C4H14N4. Source: the OMol25 dataset; level of theory: the ωB97M-V functional and the def2-TZVPD basis.

Output
Energy relative to the best compared isomer or geometry (same formula, charge and spin) ... 93.0 kcal/mol
Kohn-Sham gap ... 8.00 eV
Total charge ... 0
SMILES ... CN[C@H](N)NN(C)C
Calculated total energy ... -10331.7733 eV
HOMO energy ... -0.2547 Eh

Geometry as XYZ:
```
22
Properties=species:S:1:pos:R:3:forces:R:3
C 1.791876 -0.501703 1.707934 -0.69 -0.52 -0.84
N 0.867320 -0.834830 0.635363 -0.22 0.58 0.38
C -0.556243 -0.685732 0.835137 1.22 -0.34 -0.30
N -1.131322 -1.915951 1.274893 -1.75 -0.65 0.47
N -1.190111 -0.299537 -0.408629 -0.77 -1.09 0.36
N -0.542394 0.400981 -1.455058 3.40 0.19 -0.54
C 0.993320 0.950045 -1.090680 -2.44 1.20 -1.88
C -1.371765 1.515417 -1.899345 0.45 0.31 0.47
H 1.654598 -1.174557 2.557826 0.28 0.09 0.32
H 1.620473 0.531466 2.020971 0.10 -0.02 0.10
H 2.814458 -0.597336 1.336861 -0.04 0.05 0.12
H 1.135715 -1.470186 -0.107885 -0.11 0.02 0.61
H -0.736371 0.074054 1.607524 0.49 0.00 0.25
H -0.776292 -2.354641 2.115900 -0.03 0.28 -0.41
H -1.601476 -2.524353 0.613977 0.49 0.34 0.08
H -2.190023 -0.117921 -0.348306 0.60 0.17 0.06
H 1.271334 1.436097 -2.028549 -0.70 0.56 -0.19
H 0.820597 1.715826 -0.334522 0.50 -0.06 0.24
H 1.923368 0.394129 -0.959957 -1.04 -0.75 0.48
H -2.358143 1.176703 -2.242831 0.28 -0.23 0.12
H -1.534808 2.246950 -1.089360 -0.07 0.09 -0.03
H -0.904109 2.035081 -2.741263 0.06 -0.22 0.16
```
Positions in Å, forces in eV/Å.

---

For reference, max |F| by record: 3.14; 2.97; 1.47; 0.93; 2.41; 3.44 eV Å⁻¹.